1.
10
Properties=species:S:1:pos:R:3 method="wB97M-V/def2-TZVPD" e_homo_ev="-8.98 / -8.30" gap_ev="8.35 / 8.36"
C -0.177 -0.213 2.332
C -0.670 0.165 1.281
C 1.233 -0.315 -1.331
C -1.206 0.542 0.073
F -1.964 -0.204 -0.718
F -1.046 1.731 -0.508
H 0.532 -0.775 2.855
H 1.418 0.678 -1.390
H 0.504 -0.619 -2.091
H 1.376 -0.991 -0.503

2.
49
Properties=species:S:1:pos:R:3 method="wB97M-V/def2-TZVPD" charge=+1 spin_multiplicity=4 e_homo_ev="-11.67 / -11.84" gap_ev="7.78 / 5.84" s2=3.795
Pd 0.384 -0.165 0.281
Cl -3.178 3.939 -4.852
C -2.085 3.193 -3.797
C -0.877 3.842 -3.472
C 0.022 3.227 -2.661
C -0.241 1.904 -2.135
O 0.635 1.269 -1.502
C -1.552 1.307 -2.389
C -2.005 0.029 -1.823
N -1.489 -0.581 -0.835
C -1.947 -1.888 -0.500
C -3.247 -2.300 -0.514
C -3.564 -3.651 -0.247
C -2.578 -4.562 -0.003
C -1.222 -4.155 0.030
C -0.139 -5.038 0.260
C 1.135 -4.556 0.288
C 1.344 -3.171 0.129
N 0.364 -2.330 -0.090
C -0.913 -2.804 -0.176
C -2.410 1.940 -3.244
H -0.674 4.822 -3.883
H 0.964 3.695 -2.417
H -2.853 -0.425 -2.340
H -4.040 -1.589 -0.714
H -4.601 -3.960 -0.249
H -2.820 -5.602 0.179
H -0.337 -6.093 0.408
H 1.982 -5.206 0.451
H 2.339 -2.747 0.191
H -3.365 1.492 -3.489
C 1.878 2.558 4.432
N 0.870 1.646 3.904
C 1.144 0.563 3.204
N 2.414 0.257 2.958
S -0.164 -0.428 2.638
H 1.371 3.335 4.996
H 2.437 3.018 3.618
H 2.555 2.026 5.102
H -0.105 1.873 3.998
H 3.115 0.985 2.960
H 2.599 -0.534 2.367
F 2.606 0.231 0.005
Sb 2.654 2.148 -0.305
F 2.798 2.291 -2.170
F 4.503 1.875 -0.470
F 2.154 3.947 -0.363
F 3.192 2.407 1.508
F 0.951 1.965 0.733

3.
16
Properties=species:S:1:pos:R:3 method="wB97M-V/def2-TZVPD" e_homo_ev=-8.34 gap_ev=8.81 smiles=Oc1ccccc1.O
O 3.295 -0.291 -1.750
H 2.996 -1.224 -1.847
H 3.893 -0.301 -0.969
O -0.814 -2.311 0.707
C -0.912 1.834 0.117
C -2.113 1.061 0.231
C 0.332 1.130 0.096
C -2.045 -0.309 0.456
C 0.379 -0.267 0.242
C -0.803 -1.013 0.486
H 0.074 -2.688 0.923
H -0.965 2.930 0.120
H -3.073 1.594 0.209
H 1.318 1.609 0.028
H -2.899 -0.952 0.706
H 1.338 -0.802 0.244

4.
11
Properties=species:S:1:pos:R:3 method="wB97M-V/def2-TZVPD" e_homo_ev=-9.79 gap_ev=10.53
C 0.493 -0.060 0.336
C -0.655 0.930 -0.118
C -0.495 -1.063 -0.113
H 2.218 0.784 -0.052
H 0.591 -0.050 1.503
H -0.909 1.853 0.470
H -0.457 1.278 -1.163
H -0.719 -2.026 0.462
H -0.282 -1.355 -1.160
O 1.815 -0.154 -0.174
O -1.601 -0.137 0.008

The records above give, respectively, energy above the lowest of the compared OMol25 structures with the same formula, charge and spin values of 110.92; 21.66; 12.58; 57.61 kcal/mol.
The records above give, respectively, largest force on an atom values of 3.5; 1.5; 3.9; 3.3 eV/Å.
The records above give, respectively, E values of -354.3238; -2815.3889; -383.8901; -268.3134 Ha.